Record 1
A molecular structure, C15H15MgN7O4S. Source: the OMol25 dataset; level of theory: wB97M-V/def2-TZVPD.

Summary:
HOMO energy, eV: -9.0
Energy, eV: -50703.351
Orbital gap, eV: 8.637

Element x y z (Å)
Mg1 -0.448 -0.272 0.277
O1 3.050 -0.190 -1.985
C1 2.014 -0.040 -1.310
O2 0.776 -0.320 -1.591
C2 2.306 0.550 0.077
C3 3.550 1.104 0.475
C4 3.722 1.579 1.779
C5 2.649 1.460 2.620
C6 1.396 1.047 2.108
N1 1.272 0.617 0.896
C7 0.100 0.850 2.959
O3 0.049 1.445 4.062
O4 -0.797 0.123 2.360
H1 4.322 1.043 -0.289
H2 4.718 1.936 2.035
H3 2.703 1.626 3.706
N2 2.189 -4.774 -1.014
C8 1.334 -4.206 -0.116
C9 0.615 -3.033 -0.411
N3 -0.199 -2.457 0.548
C10 -0.298 -3.134 1.692
C11 0.411 -4.296 1.916
N4 1.218 -4.907 1.077
H4 2.541 -4.164 -1.741
H5 2.832 -5.389 -0.554
H6 0.599 -2.634 -1.447
H7 -0.849 -2.678 2.524
H8 0.310 -4.789 2.850
C12 -1.804 3.591 -3.452
C13 -3.223 3.293 -3.007
C14 -3.159 2.225 -1.921
N5 -2.000 1.722 -1.645
N6 -1.947 0.952 -0.529
C15 -3.133 0.928 0.117
N7 -3.425 0.360 1.312
S1 -4.442 1.674 -0.842
H9 -1.916 4.264 -4.337
H10 -1.220 2.738 -3.823
H11 -1.379 4.086 -2.614
H12 -3.834 3.011 -3.863
H13 -3.637 4.237 -2.573
H14 -2.655 0.293 1.947
H15 -4.312 0.526 1.729

Atomic partial charges in e from the Löwdin method, atoms 1 to 4:
1. Mg 0.730
2. O 0.011
3. C -0.580
4. O -0.118



Record 2
2 unconnected molecules or ions with the total composition C6H16ClN2Si. Source: the OMol25 dataset; level of theory: wB97M-V/def2-TZVPD.

Summary:
Total charge: +1
HOMO energy, eV: -11.5
Energy, eV: -29853.841
Orbital gap, eV: 7.879

Element x y z (Å)
C1 -1.283 0.485 0.491
C2 -0.989 -0.803 0.263
C3 -0.546 1.795 0.058
C4 -1.736 -1.849 1.084
C5 3.055 0.876 -0.326
C6 2.436 -0.594 -0.089
N1 0.203 -0.244 -2.710
N2 -2.273 0.816 1.499
Si1 0.185 -1.071 -1.276
Cl1 0.079 -3.032 -1.508
H1 -0.209 1.719 -0.990
H2 0.319 1.815 0.786
H3 -1.319 2.505 0.271
H4 -1.110 -2.763 1.128
H5 -2.595 -1.989 0.570
H6 -1.978 -1.579 2.147
H7 2.737 1.394 0.547
H8 4.114 0.559 -0.387
H9 2.572 1.301 -1.307
H10 2.370 -0.771 1.005
H11 3.213 -1.382 -0.452
H12 -0.378 -0.193 -3.546
H13 0.938 0.481 -2.754
H14 -2.028 1.570 2.173
H15 -2.462 -0.085 2.103
H16 -3.315 1.039 1.219

Atomic partial charges in e from the Löwdin method, atoms 1 to 4:
1. C -0.354
2. C -0.272
3. C -0.008
4. C -0.081



Record 3
A molecular structure, C33H57CuN3O5Si. Source: the OMol25 dataset; level of theory: wB97M-V/def2-TZVPD.

Summary:
Multiplicity: 2
HOMO energy (spin up / spin down), eV: -5.9 / -5.0
Energy, eV: -102362.450
Orbital gap (spin up / spin down), eV: 5.655 / 4.763

Element x y z (Å)
O1 1.171 -2.618 -2.043
O2 1.044 -1.737 -4.245
C1 2.517 -2.298 -1.461
C2 2.977 -3.176 -0.327
H1 2.445 -1.244 -1.167
H2 3.219 -2.381 -2.299
H3 2.445 -2.969 0.604
H4 4.034 -2.945 -0.137
H5 2.946 -4.245 -0.556
C3 0.238 -3.585 -1.388
C4 -0.371 -4.513 -2.397
H6 -0.496 -2.953 -0.878
H7 0.812 -4.126 -0.636
H8 -0.834 -3.970 -3.228
H9 -1.129 -5.136 -1.906
H10 0.365 -5.224 -2.790
C5 0.053 -0.701 -3.936
C6 2.014 -1.418 -5.300
C7 -1.201 -1.373 -3.460
H11 -0.118 -0.102 -4.835
H12 0.478 -0.030 -3.176
H13 -1.373 -2.297 -4.012
H14 -2.085 -0.749 -3.598
H15 -1.155 -1.576 -2.388
C8 2.288 -2.624 -6.180
H16 2.952 -1.052 -4.861
H17 1.600 -0.592 -5.887
H18 2.663 -3.478 -5.606
H19 3.083 -2.387 -6.899
H20 1.390 -2.905 -6.746
H21 1.103 -2.528 -3.105
N1 -0.609 -0.201 3.300
C9 -1.716 0.183 3.982
C10 -2.285 1.436 3.831
C11 -2.508 2.257 2.705
C12 -2.186 -0.763 5.029
H22 -1.387 -0.952 5.761
H23 -2.515 -1.730 4.620
H24 -3.027 -0.308 5.563
C13 -3.321 3.495 2.980
H25 -3.938 3.787 2.126
H26 -2.679 4.341 3.269
H27 -4.001 3.296 3.817
N2 -1.972 2.020 1.514
C14 -0.162 -1.557 3.164
C15 1.123 -1.944 3.588
C16 2.121 -1.005 4.174
C17 1.497 -3.278 3.419
H28 2.477 -3.604 3.780
C18 0.648 -4.195 2.805
H29 0.948 -5.237 2.685
C19 -0.577 -3.777 2.293
H30 -1.251 -4.467 1.774
C20 -0.967 -2.446 2.429
C21 -2.233 -1.979 1.768
C22 -2.238 2.725 0.311
C23 -1.712 4.029 0.077
C24 -0.938 4.772 1.115
C25 -1.859 4.609 -1.181
H31 -1.431 5.599 -1.357
C26 -2.515 3.937 -2.209
H32 -2.612 4.406 -3.188
C27 -3.049 2.669 -1.986
H33 -3.553 2.129 -2.794
C28 -2.932 2.061 -0.742
C29 -3.463 0.673 -0.550
Cu1 -0.319 1.183 0.947
H34 2.917 -1.605 4.633
H35 1.703 -0.346 4.937
H36 2.587 -0.388 3.397
H37 -2.183 -0.912 1.490
H38 -3.119 -2.131 2.409
H39 -2.400 -2.553 0.842
H40 -0.188 5.415 0.634
H41 -0.422 4.125 1.834
H42 -1.584 5.450 1.690
H43 -3.852 0.526 0.466
H44 -2.675 -0.074 -0.749
H45 -4.280 0.489 -1.262
H46 -2.722 1.809 4.760
C30 1.267 1.087 0.033
Si1 2.196 2.451 -0.855
H47 0.844 0.409 -0.768
H48 1.918 0.435 0.643
C31 3.722 1.520 -1.454
C32 2.477 3.775 0.420
C33 1.243 2.897 -2.407
H49 1.604 3.841 -2.829
H50 0.168 2.986 -2.214
H51 1.373 2.116 -3.169
H52 4.382 1.224 -0.630
H53 4.296 2.126 -2.161
H54 3.413 0.601 -1.972
H55 2.166 3.410 1.414
H56 1.906 4.688 0.206
H57 3.545 4.033 0.463
O3 0.347 3.094 3.849
N3 0.871 2.074 4.317
O4 0.397 1.471 5.291
O5 0.152 0.722 2.769

Atomic partial charges in e from the Löwdin method, atoms 1 to 4:
1. O -0.100
2. O -0.203
3. C -0.120
4. C -0.053



Record 4
2 unconnected molecules or ions with the total composition C5H16NO2. Source: the OMol25 dataset; level of theory: wB97M-V/def2-TZVPD.

Summary:
Total charge: +1
HOMO energy, eV: -14.7
Energy, eV: -11023.085
Orbital gap, eV: 11.484

Element x y z (Å)
C1 -1.923 -0.337 -0.069
O1 -2.462 -1.683 -0.273
C2 -0.417 -0.486 0.044
C3 0.265 0.809 -0.415
C4 0.432 0.770 -1.950
C5 1.617 1.003 0.275
N1 0.040 -1.704 -0.645
H1 -2.214 0.340 -0.875
H2 -2.335 -0.053 0.897
H3 -3.085 -1.650 -1.015
H4 -0.219 -0.618 1.100
H5 -0.379 1.658 -0.168
H6 -0.445 0.406 -2.492
H7 1.317 0.184 -2.207
H8 0.620 1.770 -2.335
H9 1.494 0.698 1.324
H10 2.475 0.579 -0.229
H11 1.852 2.060 0.434
H12 -0.102 -1.614 -1.653
H13 1.041 -1.886 -0.552
H14 -0.554 -2.492 -0.360
H15 1.174 0.058 4.087
H16 0.935 1.547 3.698
O2 0.872 0.641 3.380

Atomic partial charges in e from the Löwdin method, atoms 1 to 4:
1. C -0.139
2. O -0.071
3. C -0.284
4. C -0.357



Record 5
A molecular structure, C7H10. Source: the OMol25 dataset; level of theory: wB97M-V/def2-TZVPD.

Summary:
HOMO energy, eV: -8.2
Energy, eV: -7415.020
Orbital gap, eV: 8.502

Element x y z (Å)
C1 0.048 2.239 -1.846
C2 -0.801 -0.066 0.791
C3 0.664 0.155 1.195
C4 0.834 -1.209 0.435
C5 -0.548 -2.045 0.691
C6 -1.266 -1.113 1.571
C7 -0.393 -0.994 -0.360
H1 0.629 3.054 -1.408
H2 0.726 1.455 -2.195
H3 -0.531 2.620 -2.691
H4 0.887 0.200 2.265
H5 1.209 0.935 0.649
H6 1.771 -1.630 0.060
H7 -0.576 -3.128 0.573
H8 -1.384 -1.121 2.655
H9 -0.630 1.829 -1.093
H10 -0.586 -1.039 -1.423

Atomic partial charges in e from the Löwdin method, atoms 1 to 4:
1. C -0.050
2. C -0.152
3. C -0.079
4. C -0.112



For the records above, the corresponding maximum force values read 3.08 4.98 2.54 2.06 0.43 eV/A.
For the records above, the corresponding relative energy (zero: lowest compared OMol25 entry of this formula, charge and spin) values read 68.2 0.0 320.6 76.7 580.3 kJ/mol.